(1)
Density functional theory data (the ωB97M-V functional and the def2-TZVPD basis) for 2 unconnected molecules or ions with the total composition C8H10F6O4 at a distorted geometry.

Cartesian coordinates (Å):
C: 3.376 -0.180 4.453
C: 1.805 -0.324 4.104
O: 1.568 0.839 3.283
C: 0.534 0.921 2.525
O: -0.384 0.161 2.431
C: 0.559 2.109 1.634
F: -0.697 2.750 1.436
F: 1.481 3.075 1.987
F: 1.012 1.761 0.406
H: 4.148 -0.146 3.818
H: 3.746 -1.179 5.068
H: 3.324 0.739 5.103
H: 1.270 -0.332 5.072
H: 1.398 -1.223 3.621
C: -1.124 -0.837 -0.847
C: -2.135 -0.841 -2.076
O: -1.398 -0.821 -3.395
C: -2.202 -0.680 -4.489
O: -3.440 -0.886 -4.584
C: -1.407 -0.407 -5.691
F: -1.989 0.760 -6.132
F: -0.176 -0.198 -5.491
F: -1.548 -1.295 -6.692
H: -1.529 -0.304 0.122
H: -0.259 -0.033 -1.029
H: -0.600 -1.786 -0.741
H: -2.801 0.099 -2.039
H: -2.534 -1.743 -1.854

Values from the calculation:
LUMO energy = 0.0180 Ha
gap between HOMO and LUMO = 0.42729 hartree
calculated total energy = -1210.91788 a.u.
SMILES = CCOC(=O)C(F)(F)F.CCOC(=O)C(F)(F)F



(2)
Density functional theory data (the ωB97M-V functional and the def2-TZVPD basis) for a molecular structure, C5H5NO at a distorted geometry.

Cartesian coordinates (Å):
N: 0.451 -0.802 -2.875
C: -0.117 -0.774 -1.868
C: -0.780 -0.593 -0.562
O: -0.195 -1.378 0.492
C: 0.054 -0.196 1.254
C: 1.014 0.701 0.542
C: -0.457 0.711 0.174
H: -1.852 -0.817 -0.653
H: -0.137 -0.265 2.325
H: 1.389 1.577 1.075
H: 1.741 0.263 -0.140
H: -1.109 1.572 0.236

Values from the calculation:
LUMO energy = 0.0323 Ha
gap between HOMO and LUMO = 0.40442 hartree
calculated total energy = -323.42377 a.u.



(3)
Density functional theory data (the ωB97M-V functional and the def2-TZVPD basis) for a molecular structure, C4H3I3N4 at a distorted geometry.

Cartesian coordinates (Å):
I: -4.703 1.222 1.412
I: -1.750 -0.508 2.801
I: -3.277 1.231 -2.061
N: 1.207 1.968 1.202
N: 0.192 1.804 0.367
N: 1.371 -0.095 0.570
C: 1.924 0.825 1.319
C: -2.788 0.347 0.975
C: -2.173 0.391 -0.300
N: 0.258 0.472 0.028
C: -0.841 -0.257 -0.575
H: 2.692 0.696 2.079
H: -0.863 -1.362 -0.357
H: -0.705 -0.237 -1.711

Values from the calculation:
LUMO energy = -0.0438 Ha
gap between HOMO and LUMO = 0.29665 hartree
calculated total energy = -1266.21215 a.u.